# C7H13N

A single C7H13N molecule (ωB97M-V/def2-TZVPD, the OMol25 dataset).

```
21
Properties=species:S:1:pos:R:3:forces:R:3
N 2.72244 0.42137 -0.91764 -0.17 0.33 0.46
C 1.31345 0.76497 -1.13245 0.68 -0.16 -0.31
C -1.75949 1.70147 -0.42089 0.11 -0.62 -0.54
C -0.58276 -1.58667 1.23990 -0.60 -0.08 -0.08
C 0.61877 0.97932 0.20609 -1.32 -0.20 -0.47
C -1.38138 -0.46131 0.69948 0.32 0.12 -0.40
C -0.61569 -2.79951 0.70114 0.88 -0.07 -0.43
C -0.85945 0.62802 0.13649 -0.05 0.72 0.63
H -1.47549 1.97181 -1.43909 0.31 0.16 -0.02
H -2.77755 1.32965 -0.53528 -0.13 0.20 0.41
H 3.32316 0.52639 -1.72066 -0.18 -0.15 -0.13
H -1.11507 -3.04912 -0.22873 -0.36 0.28 0.14
H 0.07922 -3.56184 1.01853 -0.12 -0.20 0.45
H 0.79871 -0.01752 -1.68918 -0.25 -0.23 0.00
H 1.26368 1.63972 -1.77550 0.00 0.28 0.10
H -2.45834 -0.54524 0.67387 -0.18 -0.30 0.01
H 0.67844 2.00881 0.56073 0.34 0.04 -0.05
H 0.01481 -1.41566 2.12960 0.12 0.01 -0.04
H -1.69107 2.59122 0.19870 -0.24 0.17 0.03
H 1.04484 0.33318 0.94676 0.60 -0.28 0.38
H 2.78352 -0.51459 -0.54170 0.23 -0.03 -0.13
```
Forces are in eV/Å.

Summary:
**Max |F|**: 1.42 eV/A
**Gap between HOMO and LUMO**: 9.96 eV
**Energy relative to the best compared isomer or geometry (same formula, charge and spin)**: 32.5 kcal per mole
**Lowest unoccupied orbital energy**: 1.07 eV
**Highest occupied orbital energy**: -8.9 eV